Record 1
A molecular structure, C27H41N2PReSi2. Source: the Open Molecules 2025 dataset; level of theory: ωB97M-V/def2-TZVPD.

Cartesian coordinates (Å):
Re: 0.079 -0.020 0.373
N: 2.293 -0.015 0.707
C: 2.827 1.290 0.227
C: 2.244 1.573 -1.141
N: 0.757 1.516 -1.047
H: 2.568 -0.170 1.673
H: 2.740 -0.766 0.180
H: 3.916 1.283 0.184
H: 2.519 2.059 0.938
H: 2.558 0.813 -1.857
H: 2.574 2.544 -1.509
H: 0.335 1.495 -1.974
H: 0.396 2.386 -0.643
C: -6.164 -1.331 0.394
C: -5.073 -1.848 1.082
C: -3.860 -1.182 1.053
C: -3.735 0.009 0.338
C: -4.835 0.533 -0.340
C: -6.046 -0.142 -0.311
P: -2.158 0.875 0.348
C: -2.299 2.285 -0.774
C: -2.214 3.601 -0.332
C: -2.228 4.644 -1.254
C: -2.322 4.374 -2.610
C: -2.406 3.058 -3.057
C: -2.388 2.016 -2.145
C: -1.671 1.475 1.985
C: -2.290 2.183 3.000
C: -1.524 2.506 4.114
C: -0.175 2.149 4.194
C: 0.432 1.438 3.175
C: -0.321 1.063 2.052
H: -7.111 -1.855 0.414
H: -5.171 -2.768 1.642
H: -3.018 -1.576 1.607
H: -4.755 1.465 -0.884
H: -6.900 0.265 -0.836
H: -2.146 3.823 0.726
H: -2.173 5.666 -0.906
H: -2.338 5.188 -3.323
H: -2.494 2.848 -4.115
H: -2.470 0.991 -2.495
H: -3.333 2.469 2.940
H: -1.975 3.049 4.935
H: 0.394 2.429 5.071
H: 1.478 1.172 3.273
C: 1.738 -2.143 3.092
Si: 0.128 -2.729 2.339
C: 0.199 -4.574 2.082
C: -1.261 -2.284 3.498
C: -0.232 -1.975 0.590
Si: 0.683 -2.785 -0.887
C: 0.527 -1.458 -2.242
C: 2.488 -3.180 -0.566
C: -0.258 -4.276 -1.467
H: 1.889 -2.724 4.006
H: 1.705 -1.099 3.406
H: 2.617 -2.321 2.471
H: 0.293 -5.070 3.051
H: 1.056 -4.879 1.478
H: -0.710 -4.951 1.609
H: -0.992 -2.612 4.505
H: -2.189 -2.797 3.237
H: -1.459 -1.211 3.545
H: -1.281 -2.222 0.353
H: -0.078 -0.566 -2.024
H: -0.032 -1.918 -3.061
H: 1.491 -1.141 -2.643
H: 3.142 -2.729 -1.317
H: 2.636 -4.260 -0.638
H: 2.849 -2.893 0.422
H: -1.331 -4.082 -1.527
H: -0.101 -5.133 -0.812
H: 0.087 -4.555 -2.466

The calculation puts the molar mass at 667.0 g mol⁻¹. As for the expectation value of S²: 0.755. As for the charge: +2. The value obtained for the HOMO energy (alpha / beta) is -14.212 / -14.402 eV. The gap between HOMO and LUMO (alpha / beta) comes out at 7.01 / 7.43 eV. Its spin multiplicity is 2.

---

Record 2
15 unconnected molecules or ions with the total composition H31O15 in a non-equilibrium geometry. Source: the Open Molecules 2025 dataset; level of theory: ωB97M-V/def2-TZVPD.

Cartesian coordinates (Å):
O: -2.520 -1.534 2.534
H: -4.252 -0.319 -2.574
H: -2.489 -0.789 1.934
O: 2.421 -1.230 -0.376
H: 2.980 1.916 -0.767
H: 2.998 -1.588 0.325
O: -3.630 0.046 -1.897
H: -0.106 -4.494 -1.762
H: -1.147 1.792 3.733
O: 1.688 -0.349 3.578
H: -1.555 1.030 -0.999
H: 0.737 -0.530 3.800
O: -2.260 -3.466 -0.737
H: -1.367 -3.650 -0.305
H: -2.652 -4.205 -0.430
O: 0.640 -4.042 -1.329
H: -0.117 3.289 0.117
H: -3.170 -0.672 -1.663
O: 0.437 3.659 -0.878
H: 0.702 -0.974 -0.484
H: -2.349 2.173 -1.354
O: 1.097 0.059 -3.967
H: 2.105 -2.102 -0.714
H: 1.908 0.111 -4.567
O: -1.450 1.915 -1.158
H: 0.770 -4.502 -0.611
H: 4.379 0.726 -1.839
O: -0.376 -2.753 1.682
H: -2.644 2.089 3.333
O: 2.074 1.834 -0.236
H: 1.700 0.990 -0.598
H: 1.178 2.796 -0.607
O: -0.202 -1.288 -0.460
H: 0.463 0.110 -4.572
H: -0.388 -2.151 -0.928
O: 4.495 1.508 -1.139
H: 0.134 3.215 -1.877
H: 4.400 1.084 -0.211
O: -1.772 2.333 3.230
H: -1.736 -2.025 2.171
H: -0.969 3.148 1.880
O: -0.733 3.776 1.221
H: -0.861 4.723 1.620
H: 1.995 0.332 4.301
H: 0.357 -3.097 2.166
H: -0.284 -2.166 0.932

The calculation puts the molar mass at 271.2 g mol⁻¹. As for the charge: +1. The value obtained for the HOMO energy is -12.827 eV. The gap between HOMO and LUMO comes out at 10.07 eV.

---

Record 3
2 unconnected molecules or ions with the total composition C3H11N2O. Source: the Open Molecules 2025 dataset; level of theory: ωB97M-V/def2-TZVPD.

Cartesian coordinates (Å):
C: 0.512 1.041 2.082
C: 0.462 0.197 0.842
C: -0.381 -0.848 0.836
N: -0.699 -1.631 -0.385
N: 1.144 0.684 -0.218
H: 1.526 1.415 2.233
H: 0.299 0.468 2.982
H: -0.198 1.861 1.999
H: -0.952 -1.167 1.684
H: -0.515 -2.629 -0.274
H: -0.227 -1.218 -1.174
H: -1.698 -1.576 -0.597
H: 1.695 1.519 -0.147
H: 1.153 0.219 -1.104
H: -1.249 1.061 -2.755
H: -0.230 0.276 -3.439
O: -0.641 0.330 -2.564

The calculation puts the molar mass at 91.1 g mol⁻¹. As for the charge: +1. The value obtained for the HOMO energy is -12.662 eV. The gap between HOMO and LUMO comes out at 9.39 eV.

---

Record 4
A molecular structure, C30H61AsBF6IrN6S3Si4 in a non-equilibrium geometry. Source: the Open Molecules 2025 dataset; level of theory: ωB97M-V/def2-TZVPD.

Cartesian coordinates (Å):
Ir: -0.389 0.238 0.071
C: 1.800 -5.622 -3.326
C: 1.235 -4.211 -3.171
C: -0.296 -4.307 -3.153
C: 1.713 -3.330 -4.328
N: 1.769 -3.603 -1.910
C: 2.903 -4.047 -1.257
C: 3.220 -3.146 -0.309
N: 2.294 -2.126 -0.370
B: 2.202 -0.854 0.454
N: 2.132 -1.164 1.956
C: 3.191 -1.422 2.796
C: 2.695 -1.665 4.025
N: 1.321 -1.543 3.960
C: 1.001 -1.236 2.679
S: -0.606 -1.030 2.071
C: 0.397 -1.774 5.114
C: -0.479 -2.992 4.804
C: 1.211 -2.051 6.375
C: -0.452 -0.522 5.354
N: 3.226 0.231 0.182
C: 4.477 0.161 -0.378
C: 4.899 1.424 -0.580
N: 3.911 2.286 -0.148
C: 2.881 1.534 0.293
S: 1.368 2.056 0.931
C: 4.132 3.765 -0.242
C: 2.915 4.580 0.176
C: 5.305 4.110 0.679
C: 4.461 4.085 -1.704
C: 1.398 -2.434 -1.335
S: -0.052 -1.582 -1.702
H: 1.375 -6.065 -4.224
H: 1.528 -6.253 -2.480
H: 2.882 -5.623 -3.454
H: -0.605 -5.054 -3.881
H: -0.761 -3.365 -3.426
H: -0.662 -4.616 -2.173
H: 1.310 -3.711 -5.265
H: 2.801 -3.342 -4.392
H: 1.379 -2.298 -4.206
H: 3.386 -4.975 -1.494
H: 4.017 -3.159 0.413
H: 1.184 -0.364 0.113
H: 4.214 -1.398 2.463
H: 3.215 -1.900 4.933
H: 0.132 -3.885 4.668
H: -1.076 -2.840 3.906
H: -1.155 -3.166 5.639
H: 1.794 -2.969 6.293
H: 0.525 -2.171 7.211
H: 1.867 -1.215 6.616
H: -1.066 -0.275 4.495
H: 0.186 0.331 5.589
H: -1.109 -0.708 6.202
H: 4.966 -0.772 -0.594
H: 5.815 1.770 -1.017
H: 2.649 4.415 1.220
H: 2.061 4.368 -0.461
H: 3.164 5.633 0.054
H: 5.106 3.783 1.701
H: 5.441 5.190 0.690
H: 6.237 3.659 0.342
H: 3.689 3.687 -2.362
H: 5.424 3.679 -2.009
H: 4.496 5.164 -1.839
F: -0.304 1.550 -1.832
As: 0.920 1.961 -3.227
F: 2.052 2.384 -4.406
F: 2.117 1.158 -2.232
F: 0.564 0.411 -3.897
F: 1.172 3.419 -2.319
F: -0.440 2.663 -3.995
C: -3.813 -2.242 1.317
Si: -4.335 -0.431 1.373
C: -6.186 -0.237 1.087
C: -3.709 0.461 2.922
Si: -2.610 0.651 -0.262
Si: -2.580 3.374 0.250
C: -4.456 3.387 0.356
C: -1.733 3.541 1.915
C: -1.836 4.333 -1.159
Si: -3.695 -0.119 -2.475
C: -2.761 0.491 -3.975
C: -5.462 0.540 -2.441
C: -3.581 -1.990 -2.250
H: -3.849 -2.676 2.318
H: -2.792 -2.344 0.951
H: -4.473 -2.837 0.687
H: -6.720 -0.603 1.967
H: -6.520 -0.836 0.240
H: -6.506 0.792 0.924
H: -3.878 -0.146 3.816
H: -4.217 1.413 3.083
H: -2.638 0.643 2.847
H: -4.819 2.781 1.185
H: -4.937 3.040 -0.558
H: -4.787 4.415 0.529
H: -2.401 3.285 2.737
H: -1.405 4.572 2.066
H: -0.850 2.908 1.981
H: -2.404 4.228 -2.084
H: -0.812 4.017 -1.362
H: -1.807 5.397 -0.906
H: -2.882 1.559 -4.147
H: -3.123 -0.028 -4.867
H: -1.694 0.287 -3.894
H: -5.501 1.629 -2.458
H: -6.033 0.190 -1.583
H: -5.976 0.189 -3.339
H: -2.690 -2.279 -1.691
H: -3.519 -2.474 -3.226
H: -4.455 -2.394 -1.741

The calculation puts the molar mass at 1106.3 g mol⁻¹. As for the charge: +2. The value obtained for the HOMO energy (alpha / beta) is -12.725 / -12.807 eV. The gap between HOMO and LUMO (alpha / beta) comes out at 4.67 / 4.77 eV.

---

Record 5
A single C3H7N3 molecule in a non-equilibrium geometry. Source: the Open Molecules 2025 dataset; level of theory: ωB97M-V/def2-TZVPD.

Cartesian coordinates (Å):
N: 1.312 -2.286 -0.125
C: 0.350 -1.652 0.012
C: -0.564 -0.508 0.092
N: -1.572 -0.490 -0.966
C: 0.671 0.458 -0.139
N: 0.880 1.294 1.023
H: -0.966 -0.369 1.113
H: -2.095 0.384 -0.937
H: -2.255 -1.234 -0.841
H: 1.525 -0.288 -0.253
H: 0.513 0.944 -1.113
H: 1.850 1.572 1.081
H: 0.310 2.132 1.010

As for the SMILES: N#C[C@H](N)CN. The calculation puts the molar mass at 85.1 g mol⁻¹. The value obtained for the HOMO energy is -9.659 eV. The gap between HOMO and LUMO comes out at 10.42 eV.

---

Result set for energy relative to the best compared isomer or geometry (same formula, charge and spin): 3.6 106.7 28.1 50.5 36.0 kcal/mol, one per record in the order listed.